# C5H6N2

A structure of composition C5H6N2 in a non-equilibrium geometry (the ωB97M-V functional and the def2-TZVPD basis, the OMol25 dataset).

Structure (ORCA input):
```
! RIJCOSX wB97M-V def2-TZVPD def2/J DEFGRID3
* xyz 0 3
C -1.04900 1.32866 0.05859
C -2.19377 0.80907 -0.37481
C -0.57139 0.01254 0.37133
C 1.81815 0.36048 -0.01420
C 0.52762 -0.50657 -0.34691
N -2.92028 -0.33069 -0.07652
N -2.09165 -1.18488 0.24465
H -0.47047 -0.25520 1.39417
H 1.46612 1.26932 -0.33365
H 2.76693 0.06122 -0.44671
H 1.78177 0.43838 1.05047
H 0.73800 -1.55198 -0.09168
H 0.19796 -0.45036 -1.43473
*
```

Its frontier orbital gap (spin up / spin down) is 7.07 / 7.13 eV. The calculation puts the energy relative to the best compared isomer or geometry (same formula, charge and spin) at 468.14 kJ/mol. The value obtained for the LUMO energy (spin up / spin down) is -0.5 / -2.6 eV.

Computed Mulliken charges, given in elementary charges: number 1, C, carries -0.067; number 2, C, carries -0.170; number 3, C, carries -0.040; number 4, C, carries -1.162; number 5, C, carries -0.431; number 6, N, carries -0.067; number 7, N, carries -0.172; number 8, H, carries 0.451; number 9, H, carries 0.416; number 10, H, carries 0.324; number 11, H, carries 0.362; number 12, H, carries 0.280; number 13, H, carries 0.276